Record 1
142
Properties=species:S:1:pos:R:3:forces:R:3 method="wB97M-V/def2-TZVPD" orbital_gap_ha="0.1766 / 0.2063" max_force_ha_per_bohr=0.01109 total_charge=-1 e_lumo_ev="2.05 / 2.25"
Li 1.309 0.239 -1.071 -0.43 0.18 0.33
C 0.888 2.951 5.915 0.02 -0.01 -0.04
C 1.490 3.550 4.636 -0.02 0.01 -0.04
C 0.610 4.723 4.199 0.03 -0.02 0.01
C 2.888 4.100 4.961 -0.01 0.00 -0.03
C 1.595 2.483 3.544 -0.07 -0.07 0.03
C 0.905 2.553 2.354 0.12 -0.01 -0.03
C 1.105 1.595 1.331 -0.09 0.13 -0.13
N 0.563 1.605 0.101 0.04 -0.30 0.17
C -0.440 2.352 -0.407 -0.07 0.13 -0.05
C -1.457 2.997 0.313 0.15 -0.11 -0.01
C -2.397 3.791 -0.317 -0.06 0.10 -0.09
C -2.214 4.014 -1.686 -0.05 0.03 0.13
C -1.247 3.387 -2.468 0.09 -0.12 -0.03
C -0.433 2.368 -1.872 -0.06 0.06 0.03
O 0.301 1.528 -2.501 0.06 0.00 0.01
C -1.157 3.834 -3.938 -0.06 -0.03 0.01
C 0.017 3.228 -4.712 -0.02 0.01 0.03
C -0.966 5.360 -3.989 0.00 0.02 0.00
C -2.459 3.472 -4.670 0.04 0.01 0.02
C -3.525 4.437 0.489 0.04 0.01 0.02
C -2.938 5.501 1.430 -0.03 -0.01 -0.01
C -4.246 3.372 1.327 -0.02 -0.01 -0.03
C -4.567 5.110 -0.409 0.04 -0.01 0.02
C 2.126 0.562 1.476 -0.01 0.15 -0.08
O 2.450 -0.134 0.460 0.19 -0.15 0.03
C 2.739 0.434 2.765 0.10 0.03 0.12
C 2.465 1.388 3.730 -0.10 -0.11 0.02
C 3.819 -0.630 2.992 0.02 0.00 0.01
C 3.387 -1.999 2.447 -0.08 0.14 -0.02
C 5.089 -0.174 2.257 -0.01 -0.05 -0.09
C 4.150 -0.829 4.477 -0.02 0.05 -0.07
H 0.887 3.689 6.725 0.00 0.00 0.00
H 1.458 2.080 6.243 -0.01 0.00 0.02
H -0.141 2.634 5.738 -0.01 -0.02 0.00
H 0.615 5.497 4.972 -0.02 -0.01 0.01
H -0.424 4.409 4.044 0.01 0.00 -0.03
H 0.976 5.167 3.272 -0.01 0.02 0.01
H 2.815 4.959 5.635 0.00 -0.02 0.02
H 3.392 4.417 4.046 0.01 0.02 0.01
H 3.511 3.346 5.445 0.01 -0.01 -0.04
H 0.272 3.398 2.130 -0.04 0.00 0.04
H -1.512 2.820 1.381 -0.01 0.02 0.02
H -2.869 4.725 -2.173 -0.02 -0.04 -0.03
H 0.963 3.409 -4.200 0.00 -0.02 0.00
H 0.060 3.686 -5.706 -0.01 0.01 0.00
H -0.092 2.155 -4.819 0.03 0.01 -0.03
H -0.027 5.635 -3.504 -0.01 0.01 0.00
H -1.772 5.894 -3.485 0.01 0.01 -0.01
H -0.933 5.703 -5.028 0.01 -0.01 0.00
H -2.648 2.402 -4.584 -0.03 0.01 0.00
H -2.393 3.734 -5.732 0.00 0.01 0.00
H -3.312 4.001 -4.241 -0.01 -0.01 -0.01
H -2.227 5.052 2.126 0.01 0.01 0.00
H -3.726 5.992 2.011 0.00 -0.02 0.00
H -2.407 6.261 0.853 0.00 0.00 0.02
H -3.570 2.901 2.042 0.00 -0.01 0.00
H -4.649 2.588 0.682 0.00 0.00 0.01
H -5.072 3.820 1.889 0.01 0.00 0.01
H -4.154 5.987 -0.911 -0.01 -0.02 -0.04
H -5.417 5.440 0.194 0.01 0.02 0.00
H -4.935 4.417 -1.169 -0.02 0.02 0.00
H 2.970 1.314 4.683 0.06 -0.04 0.06
H 3.208 -1.946 1.374 0.08 0.09 0.18
H 2.458 -2.318 2.929 0.03 -0.01 0.04
H 4.156 -2.748 2.659 0.02 -0.03 0.01
H 4.876 -0.065 1.192 0.01 0.00 0.02
H 5.898 -0.902 2.383 -0.01 0.00 0.01
H 5.422 0.792 2.643 0.02 -0.01 0.02
H 3.243 -1.019 5.057 0.01 -0.01 0.02
H 4.666 0.031 4.911 -0.04 0.05 0.01
H 4.812 -1.692 4.585 0.00 0.02 0.00
O 3.151 0.859 -2.179 0.19 -0.10 -0.27
C 3.024 0.140 -3.077 0.06 0.12 0.12
C 2.943 -0.703 -4.131 -0.14 -0.21 -0.16
C 3.962 -0.659 -5.152 0.03 0.15 0.11
C 3.839 -1.438 -6.263 -0.05 -0.07 -0.04
C 2.732 -2.291 -6.441 0.02 0.03 0.00
C 1.767 -2.367 -5.442 0.02 0.01 -0.03
C 1.839 -1.625 -4.280 0.02 0.05 0.11
P 0.634 -1.800 -2.902 0.17 -0.20 -0.28
C -0.904 -1.619 -3.907 -0.09 0.07 0.09
C -2.005 -2.468 -3.938 0.09 -0.03 -0.08
C -3.118 -2.160 -4.715 -0.03 0.00 -0.01
C -3.144 -1.005 -5.476 0.03 0.04 0.00
C -2.048 -0.150 -5.454 -0.06 -0.04 -0.03
C -0.952 -0.446 -4.665 0.03 -0.04 0.04
C 0.792 -3.618 -2.594 0.17 0.02 0.01
C -0.216 -4.371 -1.993 -0.08 0.09 0.11
C -0.059 -5.729 -1.750 0.00 0.01 0.02
C 1.127 -6.365 -2.076 0.05 0.03 0.04
C 2.167 -5.618 -2.613 0.02 -0.01 0.06
C 2.005 -4.263 -2.859 -0.10 0.01 -0.07
H 4.807 0.004 -5.021 0.00 -0.01 -0.03
H 4.610 -1.398 -7.023 0.01 0.02 0.01
H 2.641 -2.887 -7.339 0.00 -0.01 0.01
H 0.928 -3.044 -5.564 0.00 0.00 0.01
H -2.008 -3.398 -3.393 0.01 -0.05 0.08
H -3.965 -2.835 -4.724 0.01 -0.02 0.00
H -4.009 -0.764 -6.082 0.00 -0.02 0.00
H -2.056 0.755 -6.049 0.04 0.01 0.03
H -0.115 0.237 -4.618 -0.02 0.03 0.01
H -1.134 -3.897 -1.673 0.01 0.02 -0.01
H -0.866 -6.285 -1.290 -0.01 0.02 0.01
H 1.252 -7.423 -1.883 0.01 0.00 -0.01
H 3.114 -6.091 -2.843 -0.01 0.01 0.01
H 2.832 -3.706 -3.278 0.00 0.00 -0.04
O 0.045 -1.752 0.172 0.05 0.06 -0.21
P -0.551 -2.550 1.265 -0.29 0.02 0.26
C -2.303 -2.877 0.888 0.07 -0.03 -0.06
C -3.183 -3.568 1.717 -0.02 0.05 0.00
C -4.506 -3.740 1.341 0.00 -0.02 0.02
C -4.966 -3.203 0.145 0.03 0.02 -0.02
C -4.106 -2.476 -0.666 -0.05 -0.02 0.00
C -2.779 -2.312 -0.295 0.05 -0.05 -0.02
C -0.646 -1.706 2.861 0.01 -0.02 -0.10
C -0.264 -2.263 4.076 0.03 0.03 -0.02
C -0.442 -1.543 5.250 0.01 -0.02 0.00
C -0.990 -0.270 5.208 0.02 -0.01 0.00
C -1.347 0.298 3.992 0.00 0.01 0.01
C -1.178 -0.416 2.820 0.08 -0.02 -0.02
C 0.342 -4.098 1.557 0.00 0.05 0.03
C 1.633 -4.130 1.038 -0.08 -0.02 -0.11
C 2.455 -5.220 1.281 0.01 -0.07 -0.08
C 1.989 -6.289 2.031 -0.06 0.02 0.00
C 0.697 -6.266 2.544 0.04 -0.02 0.02
C -0.122 -5.172 2.315 0.01 -0.03 -0.09
H -2.853 -3.940 2.679 0.01 -0.03 0.01
H -5.183 -4.283 1.989 0.00 0.01 0.00
H -6.001 -3.336 -0.146 0.00 0.00 0.01
H -4.466 -2.031 -1.584 0.02 0.01 -0.01
H -2.096 -1.733 -0.906 -0.02 -0.02 -0.01
H 0.191 -3.245 4.108 -0.02 -0.02 0.01
H -0.141 -1.975 6.197 0.00 0.01 -0.01
H -1.123 0.288 6.127 0.01 0.02 0.00
H -1.745 1.303 3.952 0.00 0.05 0.01
H -1.434 0.023 1.862 0.00 0.05 0.02
H 1.981 -3.282 0.460 -0.06 -0.11 -0.05
H 3.460 -5.236 0.880 0.00 0.03 -0.01
H 2.628 -7.143 2.218 0.01 0.01 0.00
H 0.334 -7.098 3.135 -0.01 0.00 -0.01
H -1.121 -5.167 2.728 -0.03 0.01 0.01



Record 2
10
Properties=species:S:1:pos:R:3:forces:R:3 method="wB97M-V/def2-TZVPD" orbital_gap_ha=0.3035 max_force_ha_per_bohr=0.04596 e_lumo_ev=-0.88
C 1.677 -0.389 -1.254 1.16 0.67 -0.39
C 0.027 -0.021 0.375 -1.80 0.45 1.41
C -1.534 0.211 0.780 1.86 -0.63 -1.31
N 0.437 -0.356 -0.740 -1.27 0.09 0.34
S 2.633 0.926 -1.332 -0.13 -0.45 -0.12
Br 1.157 0.291 1.917 -0.18 -0.08 -0.29
Br -2.239 1.667 -0.285 0.18 -0.14 0.28
Br -2.490 -1.438 0.407 0.11 0.23 0.22
H 1.957 -1.337 -1.702 0.00 -0.12 0.06
H -1.625 0.447 1.836 0.05 -0.03 -0.21



Record 3
64
Properties=species:S:1:pos:R:3:forces:R:3 method="wB97M-V/def2-TZVPD" orbital_gap_ha="0.2624 / 0.2172" spin_multiplicity=4 max_force_ha_per_bohr=0.15670 total_charge=+1 e_lumo_ev="-3.03 / -4.21"
C 1.315 -2.274 1.002 1.65 -0.72 -1.17
C 1.682 -1.384 -0.066 1.74 -1.99 -0.34
C 0.767 -1.602 -1.162 1.24 -0.61 -0.50
C -0.187 -2.606 -0.762 0.79 -1.04 -0.37
C 0.149 -3.020 0.587 0.46 -0.76 0.00
Re -0.293 -0.999 0.547 -6.23 4.77 1.85
C -3.351 1.067 -0.800 0.67 -1.22 1.55
C -3.147 0.570 0.458 0.17 0.78 -0.96
H -3.410 1.172 1.350 0.39 -0.02 -0.65
C -2.517 -0.751 0.723 -0.08 -0.98 -0.96
H -2.958 -1.461 0.006 0.04 -0.17 0.42
H -2.750 -1.082 1.729 -0.21 -0.27 0.15
C -3.515 2.535 -0.996 0.29 0.96 0.37
H -2.873 3.053 -0.240 -0.46 -0.17 -0.75
H -3.174 2.811 -2.003 -0.08 0.12 0.28
H -4.513 2.952 -0.858 -0.18 -0.24 -0.14
C -3.040 0.187 -2.000 0.34 0.11 -0.03
H -2.031 -0.256 -1.852 -0.32 0.15 -0.26
H -3.719 -0.668 -2.181 0.10 0.43 0.35
H -3.027 0.788 -2.919 0.06 -0.22 0.18
C 2.843 -0.452 -0.042 0.26 0.42 0.19
H 2.996 -0.061 0.977 0.03 -0.10 -0.31
H 3.774 -0.972 -0.316 -0.29 0.11 -0.03
H 2.719 0.420 -0.710 0.04 -0.53 0.29
C 0.959 -1.042 -2.529 0.06 0.20 -0.20
H 1.285 -0.003 -2.467 -0.09 -0.14 -0.17
H 1.747 -1.596 -3.073 -0.36 0.09 0.31
H 0.037 -1.096 -3.113 0.14 0.09 0.02
C -1.251 -3.215 -1.612 -0.35 -0.24 -0.12
H -1.382 -2.643 -2.536 -0.06 -0.14 0.18
H -1.001 -4.254 -1.880 0.05 0.37 0.06
H -2.209 -3.245 -1.083 0.09 0.03 -0.16
C -0.565 -4.035 1.412 -0.07 -0.26 0.25
H -1.607 -4.132 1.100 0.10 0.02 0.06
H -0.098 -5.028 1.345 -0.04 0.28 -0.10
H -0.547 -3.742 2.468 -0.09 -0.09 -0.17
C 2.031 -2.409 2.298 0.08 0.15 0.43
H 1.381 -2.836 3.067 0.14 0.05 -0.04
H 2.916 -3.057 2.213 -0.28 0.12 -0.11
H 2.388 -1.432 2.643 -0.02 -0.16 0.06
C 2.773 2.325 -1.733 -4.40 0.46 1.14
C 1.315 2.357 -2.053 3.25 1.08 -3.30
C 3.741 3.020 -2.342 0.41 0.22 -1.71
C 1.122 2.839 -3.385 0.73 0.08 0.66
H 0.373 2.063 -1.633 0.34 -0.61 1.20
C 3.446 3.479 -3.675 0.17 -0.11 0.97
H 4.736 3.186 -1.916 -0.34 -0.26 -0.15
C 2.170 3.351 -4.185 0.25 -0.17 0.49
H 0.150 2.875 -3.865 -0.25 -0.18 0.44
H 4.248 3.944 -4.239 -0.16 -0.02 -0.05
H 1.977 3.683 -5.202 -0.11 -0.05 0.22
C 0.386 1.800 3.883 0.64 0.19 0.15
C -0.744 0.939 4.418 -0.53 -0.18 -0.19
C -0.750 -0.255 3.487 0.35 0.20 -0.35
O -0.472 0.372 2.139 0.72 0.47 1.57
C 0.463 1.540 2.383 -0.38 -0.62 -0.38
H 0.247 2.861 4.094 0.00 -0.13 0.00
H 1.334 1.489 4.330 -0.10 0.11 0.07
H -1.701 1.465 4.347 0.11 -0.11 0.06
H -0.595 0.617 5.451 0.01 0.13 -0.10
H 0.084 -0.945 3.711 -0.35 0.26 -0.16
H -1.698 -0.807 3.437 0.38 0.32 -0.19
H 0.101 2.369 1.762 -0.01 -0.38 0.12
H 1.471 1.234 2.061 -0.43 0.13 0.03



Record 4
55
Properties=species:S:1:pos:R:3:forces:R:3 method="wB97M-V/def2-TZVPD" orbital_gap_ha=0.3159 max_force_ha_per_bohr=0.01295 smiles="CCCCNc1nc2ccccc2n1CC(=O)Nc1c(C)cccc1CC" e_lumo_ev=0.68
C -3.664 -1.825 -2.071 0.17 -0.04 0.06
C -2.469 -2.459 -1.369 -0.16 -0.09 0.05
C -2.827 -3.078 -0.019 0.09 0.33 -0.04
C -3.292 -2.064 1.030 -0.22 -0.44 -0.08
N -2.252 -1.172 1.491 0.39 -0.10 0.23
C -2.104 0.061 0.955 -0.02 0.36 -0.06
N -2.877 0.588 0.043 -0.25 -0.51 -0.02
C -2.405 1.862 -0.154 0.52 0.26 0.33
C -2.836 2.855 -1.020 0.04 -0.17 0.13
C -2.155 4.058 -1.013 0.01 0.18 -0.07
C -1.075 4.283 -0.164 0.03 0.16 -0.06
C -0.627 3.304 0.707 0.14 -0.12 0.19
C -1.301 2.097 0.697 -0.39 0.28 -0.44
N -1.123 0.922 1.407 -0.22 -0.04 -0.05
C -0.186 0.699 2.468 0.22 -0.16 0.21
C 1.149 0.076 2.020 -0.42 0.09 0.22
O 1.758 -0.682 2.743 0.09 0.01 0.22
N 1.538 0.475 0.792 0.01 0.28 -0.43
C 2.780 0.206 0.159 0.44 -0.05 -0.08
C 3.529 1.311 -0.262 -0.03 -0.04 0.06
C 3.031 2.705 -0.018 0.04 -0.07 -0.02
C 4.742 1.100 -0.896 -0.02 -0.05 -0.02
C 5.211 -0.184 -1.106 0.03 0.01 -0.04
C 4.456 -1.265 -0.696 0.02 0.06 0.01
C 3.228 -1.096 -0.068 -0.01 -0.06 0.11
C 2.414 -2.306 0.293 -0.18 -0.02 0.00
C 1.152 -2.409 -0.564 0.12 -0.07 0.09
H -3.965 -0.919 -1.553 -0.10 0.05 -0.02
H -4.503 -2.517 -2.106 -0.14 -0.09 -0.06
H -3.397 -1.558 -3.091 -0.05 0.06 -0.12
H -1.701 -1.698 -1.232 0.13 -0.02 -0.03
H -2.048 -3.244 -2.002 0.09 0.04 0.01
H -3.629 -3.806 -0.160 -0.02 -0.09 0.03
H -1.959 -3.616 0.374 -0.03 -0.09 0.06
H -4.085 -1.437 0.626 -0.06 -0.07 0.10
H -3.672 -2.603 1.905 -0.07 0.10 -0.12
H -1.434 -1.605 1.892 -0.02 0.06 0.00
H -3.676 2.684 -1.674 -0.11 -0.03 -0.08
H -2.468 4.849 -1.679 -0.03 0.06 -0.05
H -0.574 5.239 -0.184 0.03 0.07 0.00
H 0.205 3.491 1.372 0.09 0.02 0.05
H 0.044 1.661 2.941 -0.06 -0.12 -0.01
H -0.624 0.052 3.233 0.11 0.08 -0.10
H 0.993 1.208 0.355 -0.07 -0.14 0.09
H 3.781 3.432 -0.319 0.01 0.06 -0.02
H 2.121 2.905 -0.587 -0.08 0.10 0.02
H 2.813 2.856 1.039 -0.06 0.07 0.05
H 5.327 1.949 -1.218 0.04 0.10 -0.02
H 6.162 -0.340 -1.594 0.09 -0.02 -0.05
H 4.819 -2.267 -0.872 0.01 -0.12 0.00
H 2.145 -2.266 1.350 0.08 -0.09 -0.09
H 3.021 -3.199 0.138 0.04 0.04 0.03
H 0.596 -3.309 -0.309 -0.13 -0.09 -0.01
H 1.413 -2.455 -1.619 -0.05 -0.01 -0.11
H 0.505 -1.549 -0.412 -0.10 0.05 -0.03